{
  "formula": "C4H16N2O2",
  "method": "wB97M-V/def2-TZVPD",
  "symbols": ["C", "C", "C", "C", "N", "N", "H", "H", "H", "H", "H", "H", "H", "H", "H", "H", "H", "H", "H", "H", "O", "H", "H", "O"],
  "xyz": [[1.553, -0.631, -1.084], [0.236, -1.271, -1.522], [-0.766, -1.399, -0.399], [-2.005, -1.797, -0.619], [-3.021, -1.895, 0.463], [1.597, 0.856, -1.333], [1.665, -0.707, 0.004], [2.514, -1.070, -1.329], [-0.172, -0.736, -2.371], [0.456, -2.293, -1.839], [-0.458, -1.361, 0.630], [-2.434, -1.997, -1.593], [-3.123, -2.890, 0.684], [-2.888, -1.320, 1.294], [-3.925, -1.671, 0.053], [2.429, 1.236, -1.774], [0.803, 1.241, -1.843], [1.535, 1.366, -0.394], [0.731, 3.301, 3.561], [2.088, 2.659, 3.475], [1.157, 2.479, 3.284], [0.804, 2.284, 1.621], [0.583, 3.272, 0.389], [0.641, 2.345, 0.643]],
  "mulliken_charge": [-0.59, -0.63, -0.30, -0.40, -0.26, -0.31, 0.32, 0.47, 0.46, 0.36, 0.32, 0.38, 0.38, 0.36, 0.39, 0.37, 0.36, 0.36, 0.36, 0.36, -0.72, 0.39, 0.30, -0.72],
  "multiplicity": 1,
  "total_charge": 2,
  "e_homo_ha": -0.659,
  "total_energy_ev": -11466.5005,
  "lumo_ha": -0.233,
  "homo_lumo_gap_ev": 11.59
}